The following is a quantum chemistry calculation of a cluster of 2 separate species, C2H2F2O3 in total in a non-equilibrium geometry, from the Open Molecules 2025 dataset.

Computed properties:
energy relative to the best compared isomer or geometry (same formula, charge and spin) = 219.2 kJ/mol
net charge = 0
HOMO-LUMO gap = 11.302 eV
E_tot = -13682.10002 eV

Each line ends with the Löwdin charge.
Cartesian coordinates (Å):
C: 1.075 1.411 1.287  -0.6257
C: -0.754 -0.990 -0.775  -0.0863
O: 0.605 0.682 2.111  0.1350
O: 1.048 1.225 -0.048  0.0611
O: -0.860 -1.719 -1.758  0.1806
F: 1.836 2.457 1.453  0.1631
F: -1.949 -1.147 -0.089  0.0010
H: 0.551 0.407 -0.442  0.0702
H: -1.553 -2.326 -1.739  0.1009

Atoms 1-6, force components in eV/Å:
-0.58 -2.87 -2.26
-1.69 1.67 2.53
0.42 1.34 -0.01
-0.52 -0.52 -0.50
3.26 -0.11 -2.79
0.15 0.79 1.14